Record 1
Entry from the OMol25 dataset: a gas-phase ion, C7H11Cl2N2 (charge +1) in a non-equilibrium geometry (wB97M-V/def2-TZVPD).

The geometry in XYZ format:
```
22
Properties=species:S:1:pos:R:3:forces:R:3:nbo_charge:R:1
C -0.2617 2.2213 -0.4735 0.489 -0.645 3.286 -0.596
C 0.3714 0.7976 -0.5785 -0.630 0.532 -1.837 -0.196
C -0.7434 -0.2873 -0.3686 3.431 0.715 0.301 -0.512
C -0.2312 -1.5304 0.1943 -0.622 -2.916 0.393 0.619
N -0.9322 -2.6758 -0.1799 1.297 3.867 0.852 -0.743
N 0.8202 -1.6045 1.0304 -2.150 1.492 -0.764 -0.514
C 1.6089 -0.4340 1.3817 2.496 -0.637 -2.150 -0.071
C 1.5578 0.7331 0.4447 -0.942 -0.059 -1.585 -0.284
C 2.7337 -0.1666 0.1473 -1.119 0.423 1.202 -0.091
Cl 2.7124 -1.2347 -1.2552 -0.241 0.281 0.579 0.040
Cl 4.3176 0.5086 0.4240 -0.304 -0.288 0.357 0.077
H -0.9030 2.3797 0.5385 1.675 -0.463 -2.124 0.207
H -0.9232 2.4605 -1.2642 -0.313 0.357 -0.971 0.231
H 0.6693 2.8141 -0.4039 -1.114 0.666 -0.373 0.224
H 0.6680 0.6931 -1.7186 0.177 0.135 2.492 0.253
H -1.2751 -0.5124 -1.2270 -0.755 -0.274 -2.005 0.245
H -1.4216 0.1564 0.2552 -1.845 0.870 2.174 0.266
H -1.8195 -2.4941 -0.6651 0.899 -0.837 0.218 0.439
H -0.4683 -3.5389 -0.0610 -0.261 -1.255 -0.021 0.423
H 0.9442 -2.4847 1.4841 0.619 -0.398 0.353 0.435
H 2.0196 -0.2871 2.3788 -0.508 -0.507 -0.114 0.272
H 1.8341 1.7277 0.8697 -0.280 -1.059 -0.263 0.280
```
Positions in Å, forces in eV/Å.

Values from the calculation:
Net charge: +1
Kohn-Sham gap: 9.299 eV
Largest force on an atom: 4.17 eV/Å
E_HOMO: -0.4785 Eh
Energy above the lowest of the compared OMol25 structures with the same formula, charge and spin: 28.3 kJ/mol
Lowest unoccupied orbital energy: -3.72 eV

***

Record 2
Entry from the OMol25 dataset: a gas-phase ion, C6H9N2O2 (charge -1) in a non-equilibrium geometry (wB97M-V/def2-TZVPD).

The geometry in XYZ format:
```
19
Properties=species:S:1:pos:R:3:forces:R:3:nbo_charge:R:1
C 0.0283 0.6560 -0.0046 2.398 -1.465 1.768 -0.320
C 0.0885 -0.7149 0.5038 -2.095 -0.744 1.723 0.023
C -2.2928 0.1568 -0.9244 1.034 0.873 0.498 0.749
C -1.0047 1.0965 -0.6384 -2.879 1.101 -0.352 -0.059
C -1.1079 2.4993 -1.1219 0.783 -1.013 -0.680 -0.662
C 1.2330 -2.7565 0.6289 4.691 -2.640 1.666 -0.399
N 1.8296 -1.0848 -0.8902 2.169 0.483 -2.705 -0.712
N 1.0104 -1.5071 0.0164 -1.947 2.504 1.558 -0.113
O -3.3627 0.6975 -1.1852 -0.751 1.464 -0.381 -0.761
O -2.0801 -1.0401 -0.8014 0.656 -1.876 0.114 -0.751
H 0.9812 1.2256 0.1844 -0.932 -0.175 -0.267 0.187
H -0.7355 -1.0892 1.2502 2.016 0.464 -1.685 0.213
H -2.1237 2.7915 -1.1464 -0.963 0.707 0.283 0.246
H -0.8447 2.3021 -2.1317 0.010 0.416 -1.650 0.213
H -0.3581 3.2193 -0.8186 -0.103 0.134 0.765 0.189
H 2.4068 -3.0708 0.4953 -2.605 1.313 0.347 0.208
H 1.0469 -2.8836 1.7256 -0.102 1.071 -0.923 0.206
H 0.8204 -3.6312 0.2205 -1.362 -0.626 -1.349 0.209
H 1.5099 -0.1732 -1.3512 -0.019 -1.993 1.268 0.334
```
Positions in Å, forces in eV/Å.

Values from the calculation:
Net charge: -1
Kohn-Sham gap: 7.068 eV
Largest force on an atom: 5.63 eV/Å
E_HOMO: -0.1246 Eh
Energy above the lowest of the compared OMol25 structures with the same formula, charge and spin: 472.1 kJ/mol
Lowest unoccupied orbital energy: 3.68 eV

***

Record 3
Entry from the OMol25 dataset: 2 unconnected molecules or ions with the total composition C2H8N2OS2 in a non-equilibrium geometry (wB97M-V/def2-TZVPD).

The geometry in XYZ format:
```
15
Properties=species:S:1:pos:R:3:forces:R:3:nbo_charge:R:1
N -0.5561 0.8451 1.4197 0.892 -1.044 -0.996 -0.822
C -0.0459 1.7650 0.5311 1.841 -0.623 -1.307 0.773
N -0.9090 2.8932 0.3887 0.858 2.757 -1.065 -0.912
O 1.0495 1.6843 -0.0761 -2.554 -0.413 1.674 -0.641
H -1.5439 0.8802 1.6230 0.112 0.384 -0.088 0.402
H -0.2127 -0.1328 1.3188 -0.116 1.206 0.294 0.411
H -0.2828 3.7096 0.7449 -1.572 -1.561 -0.840 0.389
H -1.0347 3.1290 -0.6654 0.537 -0.712 2.348 0.392
C 1.0953 -1.5851 -1.5181 -0.251 -0.699 -0.064 -0.737
S 0.8168 -3.0265 -0.4063 0.985 0.063 -0.457 0.067
S -0.9462 -2.5168 0.5342 -0.573 -0.533 0.794 -0.195
H 0.2310 -1.5378 -2.1801 -0.005 0.333 0.056 0.218
H 1.9368 -1.9111 -2.1557 -0.216 0.239 0.489 0.239
H 1.2996 -0.6356 -1.0099 -0.037 -0.316 -0.061 0.252
H -0.8976 -3.5608 1.4513 0.099 0.920 -0.777 0.164
```
Positions in Å, forces in eV/Å.

Values from the calculation:
Kohn-Sham gap: 8.691 eV
Largest force on an atom: 3.08 eV/Å
E_HOMO: -0.3044 Eh
Energy above the lowest of the compared OMol25 structures with the same formula, charge and spin: 93.1 kJ/mol
Lowest unoccupied orbital energy: 0.41 eV

***

Record 4
Entry from the OMol25 dataset: a molecular structure, C25H28N3O6PtS3 in a non-equilibrium geometry (wB97M-V/def2-TZVPD).

The geometry in XYZ format:
```
66
Properties=species:S:1:pos:R:3:forces:R:3:nbo_charge:R:1
Pt -0.0774 0.1008 0.1877 -1.037 0.266 1.860 0.957
N 0.1102 1.9740 1.0991 -0.038 -0.820 -0.829 -0.564
N 0.1096 1.9529 2.4949 0.211 0.292 0.040 -0.427
C -0.2712 0.8583 3.1527 -0.203 -0.344 0.155 0.321
N -0.2165 0.8988 4.4810 -0.055 -0.005 0.091 -0.750
S -0.8628 -0.5129 2.3547 0.466 -0.269 -0.381 -0.105
H 1.0137 2.2661 0.7302 0.039 0.106 0.038 0.435
H -0.6378 2.5500 0.7122 0.018 0.128 0.045 0.432
H 0.4475 2.7647 2.9886 0.010 0.113 -0.122 0.407
H 0.1009 1.7057 4.9920 -0.071 0.015 0.013 0.412
H -0.5108 0.0907 5.0027 0.039 -0.004 0.000 0.434
O -0.0334 -1.8034 -0.7026 0.069 0.289 -0.028 -0.946
S -0.7567 -3.0219 -0.0974 0.085 0.248 0.143 1.242
C 0.4472 -3.9406 0.9405 0.105 0.134 0.091 -0.591
C 1.4335 -3.0382 1.7013 0.103 0.029 -0.158 -0.429
C 2.8911 -3.2397 1.2668 -0.143 0.091 0.045 -0.410
C 3.1569 -2.7963 -0.1682 -0.174 -0.215 0.021 -0.611
S 3.5521 -1.0434 -0.2938 -0.137 0.392 0.533 1.263
O 2.4048 -0.2850 0.3517 1.051 -0.259 -0.442 -1.046
C 3.4121 -0.9793 -2.0683 0.044 0.061 -0.188 -0.194
C 2.4419 -0.1974 -2.6661 0.052 0.031 -0.046 -0.250
C 2.3503 -0.1749 -4.0555 0.063 0.008 0.006 -0.185
C 3.2298 -0.9269 -4.8205 -0.013 -0.009 0.022 -0.202
C 4.2188 -1.6916 -4.2058 -0.011 0.011 -0.016 -0.203
C 4.3254 -1.7129 -2.8254 -0.072 0.058 0.004 -0.252
C -0.8074 -4.1511 -1.4578 -0.118 0.010 -0.238 -0.183
C -1.4768 -5.3575 -1.2909 -0.005 0.004 0.019 -0.243
C -1.5271 -6.2413 -2.3571 0.024 0.020 -0.014 -0.191
C -0.9246 -5.9078 -3.5658 0.000 -0.001 0.031 -0.186
C -0.2657 -4.6952 -3.7128 -0.025 -0.011 0.025 -0.176
C -0.2039 -3.7973 -2.6540 0.005 -0.046 -0.053 -0.240
H 0.9536 -4.6543 0.2918 0.000 0.021 -0.012 0.241
H -0.2023 -4.4915 1.6237 0.043 -0.059 -0.042 0.247
H 1.3459 -3.2228 2.7721 -0.035 -0.035 -0.024 0.225
H 1.1861 -1.9918 1.5355 0.054 -0.027 0.061 0.248
H 3.1709 -4.2905 1.3671 -0.002 -0.003 0.034 0.219
H 3.5277 -2.6732 1.9520 0.052 -0.074 -0.009 0.226
H 2.3010 -2.9695 -0.8257 0.055 -0.083 0.011 0.230
H 4.0320 -3.2975 -0.5833 -0.062 -0.050 -0.028 0.243
H 1.7738 0.4135 -2.0773 -0.049 -0.053 0.017 0.262
H 1.5941 0.4502 -4.5164 0.006 -0.067 0.029 0.247
H 3.1609 -0.9077 -5.9012 0.003 -0.001 0.031 0.223
H 4.9158 -2.2650 -4.8041 -0.014 0.032 0.006 0.224
H 5.1149 -2.2855 -2.3509 -0.025 0.020 -0.020 0.217
H -1.9551 -5.6044 -0.3487 -0.007 0.019 -0.058 0.225
H -2.0468 -7.1842 -2.2487 0.016 0.023 -0.003 0.231
H -0.9790 -6.5963 -4.3994 0.010 0.019 0.026 0.230
H 0.1944 -4.4367 -4.6577 -0.008 -0.002 0.024 0.231
H 0.2895 -2.8390 -2.7564 -0.019 -0.020 -0.012 0.257
O -0.6799 1.5043 -3.5237 0.212 0.022 -0.142 -0.585
C -0.9134 1.5282 -2.3426 0.134 -0.123 0.430 0.782
O 0.0499 1.3494 -1.4123 -0.149 -0.098 -1.128 -0.854
C -2.2823 1.8979 -1.8295 0.086 -0.009 0.341 -0.175
C -3.0423 2.8318 -2.5132 -0.059 0.057 -0.078 -0.163
C -4.2512 3.3077 -1.9860 0.065 0.033 -0.157 -0.252
C -4.6498 2.8053 -0.7738 -0.131 0.121 -0.017 0.231
O -5.7703 3.1170 -0.0582 -0.038 -0.064 0.042 -0.470
C -5.7266 2.3226 1.1276 0.137 -0.046 -0.103 0.235
O -4.5590 1.4881 1.0536 -0.154 0.046 0.023 -0.498
C -3.9225 1.8389 -0.1058 0.122 -0.012 -0.037 0.285
C -2.7428 1.3673 -0.6121 -0.040 -0.115 -0.113 -0.305
H -2.6822 3.1947 -3.4675 -0.009 0.034 0.053 0.241
H -4.8477 4.0430 -2.5101 0.039 -0.025 0.030 0.239
H -6.6175 1.7018 1.1890 -0.046 -0.090 -0.075 0.171
H -5.6547 2.9702 2.0003 0.070 0.094 0.048 0.159
H -2.1589 0.5724 -0.1555 -0.539 0.196 0.191 0.213
```
Positions in Å, forces in eV/Å.

Values from the calculation:
Net charge: +1
Kohn-Sham gap: 7.282 eV
Largest force on an atom: 2.15 eV/Å
E_HOMO: -0.3738 Eh
Energy above the lowest of the compared OMol25 structures with the same formula, charge and spin: 167.2 kJ/mol
Lowest unoccupied orbital energy: -2.89 eV

***

> lowest unoccupied orbital energy of number 3 (C2H8N2OS2)?

0.41 eV